A structure of composition C8H17NO4S. Source: the Open Molecules 2025 dataset; level of theory: ωB97M-V with the def2-TZVPD basis set.

- energy (Ha) = -1068.7341
- strongest force on any atom (Eh/bohr) = 0.1247
- orbital gap (Ha) = 0.3495
- energy relative to the best compared isomer or geometry (same formula, charge and spin) (kcal/mol) = 90.04
- HOMO level (eV) = -9.135

Last column: Mulliken charge in e.
Geometry (Å):
C 3.483 -0.371 1.723  -1.02
C 2.210 -0.452 1.299  0.17
C -1.764 2.188 -0.999  -1.11
C 0.178 -0.356 -1.796  -0.84
C 0.484 -2.078 -0.237  -1.31
C 1.784 -0.057 0.034  -0.56
C -1.092 2.019 0.412  0.17
C -0.613 0.070 0.376  -1.03
N 0.481 -0.602 -0.440  0.30
O -3.241 0.025 0.820  -0.74
O -2.391 -1.137 -1.175  -0.73
O -1.934 -2.077 1.044  -0.66
O -1.772 1.908 1.530  -0.57
S -2.210 -0.877 0.280  1.39
H 3.784 -0.575 2.762  0.28
H 4.348 0.012 1.092  0.24
H 1.374 -0.721 1.904  0.30
H -2.293 1.345 -1.333  0.34
H -2.551 2.861 -0.839  0.47
H -1.060 2.725 -1.733  0.25
H 0.402 0.712 -2.042  0.36
H 0.756 -0.995 -2.522  0.38
H -0.865 -0.713 -2.183  0.31
H 0.442 -2.256 0.801  0.45
H -0.470 -2.411 -0.718  0.61
H 1.415 -2.418 -0.494  0.42
H 2.534 -0.240 -0.880  0.43
H 1.553 0.927 0.023  0.42
H -0.107 2.441 0.543  0.49
H -0.377 -0.074 1.509  0.29
H -2.487 1.179 1.240  0.51